Density functional theory data (the ωB97M-V functional and the def2-TZVPD basis) for a cluster of 10 separate species, C50H89N12O2 in total.

The HOMO energy is -11.01 eV. Its net charge is +1. The LUMO energy comes out at -1.36 eV.

Structure (XYZ):
```
153
C50H89N12O2 the ωB97M-V functional and the def2-TZVPD basis
C -1.1049 3.4446 0.3674
C -0.0271 2.9179 0.3053
C 1.3003 2.3692 0.0127
C 1.3652 1.5358 -1.2911
C 2.5108 2.0599 -2.1896
C 3.8918 2.1333 -1.5298
C 4.7698 0.8801 -1.6526
C 5.9917 0.9925 -0.7059
C 7.3300 0.5769 -1.3279
O 7.8687 -0.6260 -0.7446
C 7.4313 -1.7642 -1.3178
C 8.4288 -2.8917 -1.2921
O 6.3382 -1.8763 -1.8094
N 0.1043 1.6721 -2.1000
C -1.0468 0.7799 -1.7034
C -0.8076 0.0099 -0.4120
N 0.5212 -0.5819 -0.2539
C 1.6141 0.0485 -1.0081
N 1.9367 -0.6820 -2.2361
H -2.1373 3.6653 0.5265
H 1.6194 1.7371 0.8411
H 1.9952 3.2035 -0.0371
H 2.2132 3.0809 -2.4618
H 2.5479 1.4988 -3.1217
H 3.8438 2.4035 -0.4757
H 4.4380 2.9410 -2.0213
H 4.2267 -0.0178 -1.3864
H 5.1417 0.7581 -2.6687
H 6.0844 2.0369 -0.3971
H 5.8159 0.4270 0.2058
H 7.2324 0.4633 -2.4064
H 8.0814 1.3391 -1.1425
H 9.2052 -2.7263 -0.5517
H 7.8822 -3.8013 -1.0571
H 8.8580 -3.0038 -2.2840
H 0.3702 1.4412 -3.0582
H -0.2019 2.6546 -2.1597
H -1.9115 1.4220 -1.5516
H -1.2963 0.1395 -2.5465
H -1.5074 -0.8203 -0.4187
H -1.0686 0.6173 0.4511
H 0.4373 -1.5450 -0.5467
H 2.4899 0.0195 -0.3655
H 1.1367 -0.6962 -2.8613
H 2.1571 -1.6448 -2.0141
C 2.5498 5.2449 -5.4691
C 1.8878 4.0081 -6.0663
C 0.3582 4.0358 -5.9676
C -0.0801 4.0663 -4.5777
N -0.3879 4.0877 -3.4724
H 2.3416 5.3330 -4.4010
H 3.6316 5.1967 -5.5899
H 2.1978 6.1546 -5.9577
H 2.2628 3.1122 -5.5656
H 2.1584 3.9207 -7.1193
H -0.0706 3.1424 -6.4161
H -0.0486 4.9069 -6.4845
C 3.8744 -3.3249 1.4897
C 4.6017 -2.8122 2.7270
C 3.8312 -1.7010 3.4493
C 3.6133 -0.5551 2.5672
N 3.4218 0.2903 1.8160
H 3.7659 -2.5393 0.7389
H 4.4309 -4.1404 1.0296
H 2.8817 -3.7009 1.7447
H 5.5923 -2.4514 2.4427
H 4.7495 -3.6355 3.4276
H 4.3636 -1.3611 4.3380
H 2.8526 -2.0676 3.7650
C -5.5166 -4.1527 0.8680
C -4.7513 -3.0873 1.6416
C -4.2964 -1.9154 0.7634
C -3.4030 -2.3935 -0.2947
N -2.7007 -2.7933 -1.1109
H -4.8965 -4.6071 0.0943
H -5.8314 -4.9506 1.5394
H -6.4067 -3.7342 0.3920
H -3.8786 -3.5440 2.1113
H -5.3765 -2.6985 2.4457
H -3.7549 -1.1817 1.3634
H -5.1450 -1.4095 0.3000
C -2.7138 8.3193 1.5899
C -3.2857 7.6811 2.8487
C -3.0245 6.1718 2.9280
C -3.6381 5.4664 1.8002
N -4.1199 4.9241 0.9103
H -3.1725 7.9086 0.6881
H -2.8965 9.3911 1.5901
H -1.6353 8.1538 1.5293
H -4.3603 7.8618 2.8980
H -2.8448 8.1515 3.7287
H -3.4310 5.7534 3.8494
H -1.9520 5.9684 2.9118
C -7.7977 -7.0939 5.4285
C -8.3607 -5.6836 5.3006
C -7.6654 -4.8635 4.2077
C -6.2343 -4.7098 4.4861
N -5.1185 -4.5892 4.7267
H -6.7453 -7.0773 5.7146
H -8.3380 -7.6529 6.1917
H -7.8847 -7.6391 4.4870
H -8.2682 -5.1631 6.2554
H -9.4253 -5.7335 5.0663
H -8.1057 -3.8684 4.1334
H -7.7747 -5.3514 3.2374
C 5.7431 -8.7561 4.7502
C 6.1306 -7.2824 4.7322
C 4.9751 -6.3584 5.1350
C 3.8383 -6.4950 4.2186
N 2.9533 -6.6276 3.4994
H 4.9504 -8.9677 4.0316
H 6.5981 -9.3788 4.4901
H 5.3951 -9.0588 5.7393
H 6.4815 -7.0077 3.7356
H 6.9600 -7.1130 5.4205
H 5.2967 -5.3162 5.1284
H 4.6300 -6.5939 6.1429
C 0.6961 -5.3516 1.0185
C 0.0119 -4.3413 1.9316
C -0.6664 -4.9921 3.1432
C -1.7163 -5.9286 2.7326
N -2.5449 -6.6499 2.4021
H -0.0247 -6.0514 0.5940
H 1.1911 -4.8452 0.1881
H 1.4501 -5.9235 1.5624
H -0.7311 -3.7763 1.3624
H 0.7486 -3.6217 2.2974
H -1.1258 -4.2331 3.7782
H 0.0647 -5.5360 3.7438
C -0.2956 0.2026 -9.6948
C 1.0583 -0.2513 -9.1619
C 0.9699 -0.8870 -7.7687
C 0.4431 0.0608 -6.7838
N 0.0317 0.8220 -6.0289
H -0.7346 0.9771 -9.0635
H -0.1921 0.6160 -10.6971
H -0.9978 -0.6309 -9.7463
H 1.7441 0.5974 -9.1286
H 1.4926 -0.9842 -9.8425
H 1.9532 -1.2139 -7.4294
H 0.3146 -1.7591 -7.7847
C -7.3534 8.8158 1.7957
C -7.7852 10.2622 1.5918
C -6.9067 11.0102 0.5835
C -5.5074 11.0727 1.0174
N -4.4098 11.1233 1.3495
H -6.3442 8.7619 2.2050
H -8.0204 8.3108 2.4940
H -7.3685 8.2617 0.8553
H -7.7669 10.7894 2.5471
H -8.8151 10.2883 1.2332
H -7.2620 12.0325 0.4516
H -6.9380 10.5181 -0.3899
```